No. 1
A molecular structure, C30H27N5OS2ScSe. Source: OMol25; level of theory: the ωB97M-V functional and the def2-TZVPD basis.

Output
Gap between HOMO and LUMO (alpha / beta): 5.040 / 4.732 eV
Spin multiplicity: 2
Charge: -2
HOMO energy (alpha / beta): -0.968 / -0.968 eV
LUMO (alpha / beta): 4.1 / 3.8 eV

Last column: Mulliken spin population.
Positions of all 67 atoms, in Å:
Sc: -7.548 -9.196 -20.160  -0.003
N: -6.749 -13.092 -21.966  0.000
C: -6.622 -11.939 -21.263  -0.002
O: -7.311 -10.878 -21.475  -0.002
C: -5.728 -12.001 -20.053  0.002
C: -6.229 -11.180 -18.966  -0.007
H: -7.457 -13.224 -22.668  0.000
H: -6.101 -13.818 -21.700  0.000
H: -4.801 -11.437 -20.415  0.000
H: -5.371 -13.008 -19.723  0.000
H: -5.433 -10.904 -18.306  0.000
H: -7.248 -11.368 -18.652  0.004
N: -13.591 -17.019 -16.982  0.027
C: -13.078 -15.999 -17.137  -0.005
C: -12.405 -14.788 -17.281  0.061
C: -11.371 -14.759 -18.278  -0.013
C: -10.772 -13.528 -18.525  0.057
C: -11.181 -12.414 -17.750  0.086
C: -12.191 -12.452 -16.807  0.081
C: -12.835 -13.678 -16.569  -0.039
C: -10.463 -11.137 -17.985  0.287
C: -10.565 -10.693 -19.380  -0.112
C: -11.740 -10.855 -20.191  0.126
C: -11.535 -10.179 -21.403  -0.033
C: -10.203 -9.708 -21.414  0.120
N: -9.619 -10.003 -20.226  0.044
C: -9.778 -10.387 -16.904  -0.068
C: -9.861 -10.611 -15.495  0.199
C: -9.036 -9.716 -14.845  -0.079
C: -8.426 -8.901 -15.761  0.174
N: -8.857 -9.335 -17.056  -0.011
H: -11.014 -15.715 -18.567  -0.002
H: -10.003 -13.353 -19.242  0.009
H: -12.412 -11.553 -16.190  0.006
H: -13.720 -13.723 -15.841  -0.002
H: -12.593 -11.468 -19.936  0.006
H: -12.269 -10.007 -22.212  0.005
H: -9.711 -9.059 -22.128  0.018
H: -10.585 -11.255 -15.033  0.021
H: -8.875 -9.622 -13.753  0.000
H: -7.799 -8.042 -15.667  0.023
S: -8.379 -5.589 -23.376  0.000
C: -7.885 -6.754 -22.399  0.002
N: -7.579 -7.540 -21.509  -0.002
C: -5.649 -3.625 -17.161  0.000
C: -4.961 -4.718 -17.894  0.001
C: -4.747 -4.613 -19.295  0.000
C: -4.396 -5.668 -20.116  0.002
C: -3.824 -5.327 -21.484  0.000
C: -4.433 -6.979 -19.582  -0.003
Se: -4.517 -8.373 -20.756  0.001
C: -4.276 -7.019 -18.161  -0.003
C: -3.611 -8.238 -17.528  0.001
C: -4.653 -5.992 -17.386  0.002
H: -6.304 -3.984 -16.285  0.000
H: -6.309 -3.040 -17.853  0.000
H: -4.928 -2.900 -16.754  0.000
H: -4.944 -3.649 -19.731  0.000
H: -2.954 -5.985 -21.658  0.000
H: -3.462 -4.283 -21.479  0.000
H: -4.536 -5.378 -22.274  0.000
H: -3.055 -8.044 -16.604  0.000
H: -3.031 -8.852 -18.252  0.000
H: -4.375 -8.964 -17.274  0.000
H: -4.782 -6.239 -16.328  0.000
S: -8.045 -7.209 -18.373  0.007
C: -8.275 -8.758 -18.143  0.015


No. 2
A molecular structure, C30H27N7PtS. Source: OMol25; level of theory: the ωB97M-V functional and the def2-TZVPD basis.

Output
Gap between HOMO and LUMO: 5.052 eV
Charge: +4
HOMO energy: -19.093 eV
LUMO: -14.0 eV

Last column: Löwdin charge in e.
Positions of all 66 atoms, in Å:
Pt: 0.798 -0.662 0.713  1.197
C: 1.740 -2.958 -1.060  -0.083
N: 1.345 -1.656 -1.581  -0.220
C: 2.408 -0.806 -2.080  -0.083
C: 3.174 -0.073 -0.998  -0.212
C: 4.443 0.418 -1.260  0.031
C: 5.123 1.132 -0.289  0.024
C: 4.515 1.337 0.944  0.001
C: 3.260 0.817 1.156  -0.098
N: 2.598 0.130 0.199  -0.075
C: 0.031 -1.451 -2.113  -0.110
C: -0.853 -0.348 -1.505  -0.204
C: -2.234 -0.411 -2.020  0.011
C: -3.349 -0.270 -1.296  0.024
C: -3.521 0.222 0.106  -0.048
C: -2.314 0.873 0.842  -0.068
N: -0.412 0.453 -0.592  0.020
C: 2.298 -3.057 0.377  -0.219
C: 3.171 -4.094 0.657  0.025
C: 3.630 -4.292 1.952  0.027
C: 3.210 -3.435 2.959  0.006
C: 2.354 -2.406 2.632  -0.088
N: 1.901 -2.229 1.376  -0.107
H: 2.501 -3.400 -1.709  0.143
H: 0.881 -3.633 -1.118  0.138
H: 1.976 -0.058 -2.751  0.149
H: 3.121 -1.380 -2.680  0.150
H: 4.892 0.234 -2.228  0.143
H: 6.116 1.516 -0.486  0.142
H: 5.013 1.879 1.736  0.135
H: 2.754 0.933 2.104  0.115
H: -0.549 -2.377 -2.056  0.145
H: 0.053 -1.208 -3.188  0.163
H: -2.341 -0.784 -3.034  0.147
H: -4.287 -0.517 -1.784  0.149
H: -4.457 0.765 0.204  0.171
H: -2.680 1.544 1.622  0.179
H: 3.494 -4.748 -0.143  0.141
H: 4.314 -5.103 2.169  0.143
H: 3.549 -3.550 3.979  0.138
H: 2.015 -1.693 3.371  0.125
N: -1.721 2.436 -1.015  0.167
C: -2.139 3.715 -0.771  -0.201
C: -2.874 4.439 -1.706  0.027
C: -3.248 5.737 -1.418  0.053
C: -2.895 6.387 -0.209  0.003
C: -2.136 5.731 0.707  -0.036
C: -1.742 4.383 0.432  -0.404
S: -0.521 3.693 1.317  1.306
N: -0.311 2.235 0.895  -0.242
C: -1.206 1.540 -0.008  -0.509
C: -2.131 -0.518 1.369  -0.115
C: -3.526 -0.943 1.331  -0.056
C: -3.772 -2.370 1.215  0.130
C: -2.696 -3.214 1.249  0.056
C: -1.408 -2.673 1.359  0.055
N: -1.109 -1.349 1.295  0.008
H: -1.857 2.084 -1.951  0.157
H: -3.163 3.984 -2.645  0.139
H: -3.838 6.279 -2.147  0.148
H: -3.215 7.404 -0.029  0.144
H: -1.823 6.213 1.626  0.137
H: -4.193 -0.475 2.062  0.205
H: -4.789 -2.750 1.207  0.166
H: -2.816 -4.290 1.246  0.153
H: -0.551 -3.331 1.464  0.141


No. 3
A molecular structure, C30H28AsBrF5FeN3O5Te. Source: OMol25; level of theory: the ωB97M-V functional and the def2-TZVPD basis.

Output
Gap between HOMO and LUMO (alpha / beta): 5.302 / 5.501 eV
Spin multiplicity: 5
Charge: -2
HOMO energy (alpha / beta): -0.937 / -1.141 eV
LUMO (alpha / beta): 4.4 / 4.4 eV

Last column: Mulliken spin population.
Positions of all 75 atoms, in Å:
Fe: -0.388 -0.296 -0.277  3.766
O: -0.683 -0.830 1.810  0.037
N: -1.824 -0.591 2.273  0.004
N: -2.729 -0.626 1.368  -0.010
O: -2.501 -0.871 0.117  0.048
C: -4.068 -0.277 1.757  0.001
C: -4.980 -0.055 0.743  0.001
C: -6.292 0.282 1.064  0.001
C: -6.693 0.392 2.385  -0.001
C: -5.765 0.163 3.394  0.001
C: -4.453 -0.170 3.089  -0.002
H: -4.630 -0.147 -0.278  0.000
H: -7.002 0.468 0.265  0.000
H: -7.718 0.649 2.630  0.000
H: -6.065 0.241 4.433  0.000
H: -3.722 -0.355 3.863  -0.002
Br: 2.599 -1.971 -3.287  0.001
C: 3.408 -1.059 -1.822  0.005
C: 4.773 -1.237 -1.618  -0.001
C: 5.341 -0.553 -0.567  0.000
C: 4.541 0.270 0.213  -0.001
C: 3.191 0.362 -0.085  0.003
N: 2.638 -0.301 -1.086  0.012
C: 2.299 1.264 0.785  -0.008
O: 2.888 2.042 1.550  0.003
O: 1.051 1.156 0.648  0.003
H: 5.347 -1.882 -2.268  0.000
H: 6.399 -0.664 -0.355  0.000
H: 4.920 0.843 1.047  0.000
C: 0.736 -0.338 -8.632  0.000
C: 0.405 -0.135 -7.172  0.006
C: -0.666 -0.783 -6.574  -0.002
C: -1.010 -0.576 -5.232  -0.008
C: -2.159 -1.372 -4.662  0.005
C: -0.273 0.328 -4.447  0.008
Te: -0.881 0.907 -2.470  0.053
C: 0.843 0.959 -5.042  -0.014
C: 1.727 1.891 -4.251  0.014
C: 1.159 0.724 -6.379  -0.002
H: 0.154 -1.162 -9.053  0.000
H: 1.797 -0.564 -8.774  0.000
H: 0.513 0.560 -9.219  0.000
H: -1.264 -1.476 -7.166  0.000
H: -2.806 -1.749 -5.462  0.000
H: -2.745 -0.777 -3.961  0.000
H: -1.784 -2.226 -4.095  0.000
H: 1.990 1.450 -3.288  -0.005
H: 1.205 2.824 -4.024  0.001
H: 2.642 2.119 -4.809  0.000
H: 2.023 1.226 -6.813  0.000
F: 2.041 -2.273 0.844  -0.006
C: 1.063 -3.039 0.268  -0.058
C: 0.092 -2.453 -0.506  0.163
C: -0.823 -3.356 -0.999  -0.052
F: -1.827 -2.963 -1.818  -0.002
C: -0.810 -4.713 -0.729  0.004
F: -1.757 -5.549 -1.214  0.002
C: 0.201 -5.238 0.049  -0.002
F: 0.254 -6.562 0.306  -0.001
C: 1.162 -4.388 0.546  0.000
F: 2.175 -4.903 1.285  0.002
C: -0.248 2.069 3.098  0.002
As: -0.759 2.698 1.354  0.003
C: 0.530 3.863 0.547  0.000
C: -2.138 3.969 1.890  0.004
O: -1.555 1.688 0.301  0.021
H: 0.392 2.817 3.566  0.000
H: 0.278 1.127 2.993  -0.001
H: -1.165 1.930 3.664  0.000
H: 0.252 4.899 0.728  0.001
H: 0.495 3.632 -0.517  0.001
H: 1.524 3.642 0.936  0.000
H: -1.769 4.669 2.646  0.000
H: -2.972 3.398 2.299  0.000
H: -2.485 4.517 1.014  0.001


No. 4
A molecular structure, C30H28BCdF6N10O4S4. Source: OMol25; level of theory: the ωB97M-V functional and the def2-TZVPD basis.

Output
Gap between HOMO and LUMO: 6.969 eV
Charge: -1
HOMO energy: -4.841 eV
LUMO: 2.1 eV

Last column: Löwdin charge in e.
Positions of all 84 atoms, in Å:
Cd: -0.201 -0.406 -0.549  1.244
N: -1.142 1.238 3.594  0.022
C: -0.243 0.655 2.794  -0.217
N: -0.847 0.208 1.716  0.076
C: -2.140 0.590 1.900  -0.331
N: -2.364 1.225 3.028  0.141
C: -3.177 0.352 0.891  -0.223
C: -4.529 0.531 1.160  -0.075
N: -5.457 0.340 0.230  0.088
C: -5.026 -0.044 -0.968  -0.105
C: -3.679 -0.243 -1.238  -0.095
N: -2.758 -0.037 -0.308  0.082
H: -0.969 1.790 4.418  0.141
H: 0.810 0.613 3.009  0.085
H: -4.853 0.848 2.143  0.112
H: -5.771 -0.206 -1.737  0.106
H: -3.331 -0.566 -2.211  0.108
C: 1.082 6.560 2.855  -0.067
N: 2.080 5.854 2.088  -0.143
C: 3.091 6.430 1.344  -0.066
C: 3.764 5.412 0.774  -0.085
N: 3.176 4.219 1.149  0.002
B: 3.674 2.921 0.394  -0.444
N: 3.372 1.609 1.186  -0.004
C: 3.737 1.380 2.490  -0.092
C: 3.388 0.119 2.821  -0.078
N: 2.799 -0.430 1.697  -0.140
C: 2.331 -1.795 1.555  -0.057
C: 2.802 0.493 0.701  -0.723
S: 2.273 0.159 -0.899  0.584
C: 2.135 4.497 1.959  -0.736
S: 1.039 3.460 2.738  0.605
H: 1.386 7.602 2.941  0.082
H: 0.995 6.112 3.843  0.062
H: 0.108 6.498 2.369  0.085
H: 3.228 7.495 1.289  0.107
H: 4.609 5.421 0.111  0.110
H: 3.149 2.861 -0.679  0.057
H: 4.881 3.041 0.318  0.070
H: 4.197 2.151 3.081  0.123
H: 3.495 -0.436 3.736  0.112
H: 2.627 -2.352 2.442  0.090
H: 2.767 -2.245 0.665  0.073
H: 1.246 -1.831 1.449  0.050
F: -2.715 5.008 -1.382  0.138
C: -2.284 4.033 -0.582  -0.678
F: -1.853 4.574 0.555  0.129
F: -3.316 3.229 -0.306  0.129
S: -0.901 3.092 -1.355  0.575
O: -0.647 2.027 -0.410  -0.396
O: 0.125 4.054 -1.593  -0.251
N: -1.673 2.630 -2.652  -0.285
S: -1.311 1.427 -3.576  0.558
O: -2.324 1.263 -4.572  -0.275
O: -0.874 0.230 -2.883  -0.403
C: 0.192 1.955 -4.507  -0.683
F: 1.226 2.093 -3.689  0.133
F: -0.030 3.111 -5.132  0.139
F: 0.488 1.028 -5.424  0.132
C: -2.778 -7.310 -0.069  -0.114
C: -2.135 -6.794 -1.187  -0.090
C: -1.739 -5.466 -1.223  -0.036
C: -1.972 -4.619 -0.137  -0.225
C: -2.642 -5.146 0.968  -0.056
C: -3.035 -6.476 1.010  -0.105
C: -1.582 -3.187 -0.125  -0.147
C: -0.523 -2.594 -0.690  -0.218
C: 0.543 -3.352 -1.373  -0.325
C: 1.267 -4.349 -0.713  -0.077
C: 2.306 -5.017 -1.344  -0.098
C: 2.642 -4.709 -2.655  -0.111
C: 1.937 -3.715 -3.321  -0.091
C: 0.912 -3.034 -2.683  -0.066
H: -3.085 -8.348 -0.045  0.091
H: -1.943 -7.430 -2.043  0.097
H: -1.249 -5.076 -2.105  0.113
H: -2.851 -4.496 1.811  0.106
H: -3.546 -6.860 1.884  0.093
H: -2.277 -2.570 0.445  0.065
H: 0.996 -4.603 0.306  0.116
H: 2.853 -5.785 -0.810  0.095
H: 3.454 -5.229 -3.149  0.090
H: 2.200 -3.452 -4.338  0.098
H: 0.386 -2.236 -3.196  0.098


Question: The highest charge belongs to which entry?
Answer: C30H27N7PtS